Record 1
Computed, not measured: C11H24AsClN2O7STm as an isolated structure at a distorted geometry, with ωB97M-V with the def2-TZVPD basis set.

Calculated values
**Frontier orbital gap (spin up / spin down)**: 9.29 / 9.23 eV
**HOMO level (spin up / spin down)**: -11.90 / -11.91 eV
**Largest force on an atom**: 3.95 eV/A
**Total energy**: -5248.70089 Ha
**Relative energy (zero: lowest compared OMol25 entry of this formula, charge and spin)**: 3.0 kcal/mol
**Molecular weight**: 607.7 u

Structure (ORCA input):
```
! wB97M-V def2-TZVPD RIJCOSX def2/J DEFGRID3
* xyz 1 3
Tm -6.00 -5.71 10.87
C -7.21 -8.62 13.35
C -7.34 -8.08 11.92
C -8.36 -8.79 11.10
O -7.61 -6.65 12.02
C -5.96 -8.40 11.26
O -5.80 -9.31 10.47
O -5.04 -7.45 11.59
H -8.16 -8.48 13.87
H -6.43 -8.10 13.90
H -7.03 -9.69 13.25
H -9.38 -8.70 11.52
H -8.11 -9.83 11.04
H -8.41 -8.37 10.10
H -8.40 -6.33 11.55
S -5.40 -3.96 12.71
C -4.87 -4.85 14.10
N -4.99 -4.10 15.20
C -4.63 -4.51 16.57
C -4.34 -6.02 16.64
C -3.59 -6.49 15.40
N -4.35 -6.06 14.20
H -5.25 -3.12 15.11
H -5.44 -4.22 17.27
H -3.72 -4.01 16.93
H -5.26 -6.63 16.77
H -3.75 -6.26 17.53
H -3.43 -7.58 15.37
H -2.56 -6.08 15.35
H -4.33 -6.65 13.37
C -1.97 -6.79 9.28
As -2.98 -5.22 9.90
C -2.71 -4.21 8.19
C -1.53 -4.42 10.95
H -1.03 -6.44 8.88
H -2.53 -7.30 8.49
H -1.78 -7.42 10.14
H -1.62 -4.21 8.03
H -3.10 -3.21 8.29
H -3.19 -4.78 7.38
H -0.99 -3.67 10.39
H -0.82 -5.18 11.24
H -1.99 -4.04 11.87
O -6.01 -5.92 8.64
Cl -7.04 -4.70 8.82
O -7.75 -4.64 7.62
O -7.98 -5.15 9.96
O -6.23 -3.62 9.44
*
```

natural (NBO) analysis output, partial charges in e:
1 Tm 1.634
2 C -0.616
3 C 0.148
4 C -0.638
5 O -0.759
6 C 0.734
7 O -0.537
8 O -0.868
9 H 0.228
10 H 0.219
11 H 0.239
12 H 0.220
13 H 0.265
14 H 0.225
15 H 0.534
16 S -0.268
17 C 0.386
18 N -0.559
19 C -0.228
20 C -0.431
21 C -0.225
22 N -0.583
23 H 0.433
24 H 0.231
25 H 0.213
26 H 0.223
27 H 0.244
28 H 0.237
29 H 0.210
30 H 0.455
31 C -0.914
32 As 0.877
33 C -0.902
34 C -0.931
35 H 0.223
36 H 0.239
37 H 0.232
38 H 0.224
39 H 0.230
40 H 0.235
41 H 0.238
42 H 0.232
43 H 0.227
44 O -0.782
45 Cl 2.355
46 O -0.634
47 O -0.826
48 O -0.689

Record 2
Computed, not measured: C20H20N5S4SbV as an isolated structure, with ωB97M-V with the def2-TZVPD basis set.

Calculated values
**Frontier orbital gap (spin up / spin down)**: 5.77 / 5.72 eV
**HOMO level (spin up / spin down)**: -6.58 / -6.89 eV
**Largest force on an atom**: 0.84 eV/A
**Total energy**: -3824.99411 Ha
**Relative energy (zero: lowest compared OMol25 entry of this formula, charge and spin)**: 0.0 kcal/mol
**Molecular weight**: 631.4 u

Structure (ORCA input):
```
! wB97M-V def2-TZVPD RIJCOSX def2/J DEFGRID3
* xyz 0 4
V 0.26 0.85 1.12
C -3.37 1.99 -0.92
C -1.98 1.60 -0.56
N -1.57 1.49 0.67
N -2.34 2.01 1.69
C -1.66 2.69 2.65
N -2.38 3.16 3.68
S 0.00 2.93 2.52
C -0.92 1.32 -1.51
C -1.11 1.17 -2.88
C 0.00 1.00 -3.69
C 1.26 0.97 -3.12
C 1.37 1.10 -1.75
N 0.31 1.27 -0.95
H -3.63 2.94 -0.44
H -4.09 1.24 -0.59
H -3.48 2.12 -2.00
H -3.30 1.72 1.80
H -3.30 2.80 3.86
H -1.84 3.40 4.50
H -2.10 1.17 -3.30
H -0.12 0.87 -4.76
H 2.15 0.84 -3.72
H 2.33 1.04 -1.26
S 2.90 1.77 3.87
Sb 1.88 -0.08 4.66
S -0.18 -0.53 3.18
S -0.53 0.45 5.00
C 4.74 -1.92 0.87
C 3.87 -2.90 0.42
C 2.52 -2.64 0.26
C 1.99 -1.37 0.54
C 2.89 -0.39 0.99
C 4.24 -0.66 1.17
N 0.65 -1.04 0.49
C -0.22 -1.62 -0.42
C 0.15 -2.07 -1.69
C -0.80 -2.50 -2.60
C -2.15 -2.50 -2.28
C -2.54 -2.08 -1.01
C -1.59 -1.65 -0.09
H 5.79 -2.14 1.01
H 4.24 -3.89 0.20
H 1.85 -3.43 -0.06
H 2.55 0.61 1.26
H 4.89 0.11 1.57
H 1.20 -2.07 -1.97
H -0.48 -2.84 -3.58
H -2.89 -2.84 -2.99
H -3.58 -2.11 -0.73
H -1.88 -1.35 0.90
*
```

natural (NBO) analysis output, partial charges in e:
1 V 1.013
2 C -0.678
3 C 0.268
4 N -0.356
5 N -0.460
6 C 0.307
7 N -0.773
8 S -0.035
9 C 0.130
10 C -0.199
11 C -0.154
12 C -0.222
13 C 0.065
14 N -0.501
15 H 0.244
16 H 0.238
17 H 0.239
18 H 0.403
19 H 0.390
20 H 0.430
21 H 0.226
22 H 0.227
23 H 0.232
24 H 0.227
25 S -0.814
26 Sb 1.012
27 S -0.358
28 S -0.450
29 C -0.269
30 C -0.185
31 C -0.286
32 C 0.246
33 C -0.313
34 C -0.168
35 N -0.802
36 C 0.261
37 C -0.298
38 C -0.199
39 C -0.273
40 C -0.198
41 C -0.286
42 H 0.212
43 H 0.209
44 H 0.218
45 H 0.186
46 H 0.227
47 H 0.220
48 H 0.209
49 H 0.210
50 H 0.205
51 H 0.221

Record 3
Computed, not measured: C16H10ClCrF5O as an isolated structure at a distorted geometry, with ωB97M-V with the def2-TZVPD basis set.

Calculated values
**Frontier orbital gap (spin up / spin down)**: 4.23 / 4.18 eV
**HOMO level (spin up / spin down)**: 0.09 / 0.09 eV
**Largest force on an atom**: 3.17 eV/A
**Total energy**: -2694.86036 Ha
**Molecular weight**: 400.7 u

Structure (ORCA input):
```
! wB97M-V def2-TZVPD RIJCOSX def2/J DEFGRID3
* xyz -2 5
C -1.25 3.34 -2.03
C -2.57 2.80 -2.25
C -2.50 1.37 -2.12
H -3.45 3.39 -2.49
C -1.11 1.01 -1.92
C -0.34 2.22 -1.91
H 0.75 2.27 -1.89
H -1.02 4.40 -1.92
H -3.33 0.68 -2.21
H -0.73 0.00 -1.83
Cr -1.78 2.24 -0.26
Cl -2.06 2.36 2.02
C -1.65 -2.29 1.87
C -1.24 -2.67 0.56
C -2.39 -2.73 -0.28
H -0.22 -2.96 0.27
C -3.53 -2.38 0.53
C -3.05 -2.08 1.84
H -3.66 -1.70 2.66
H -0.99 -2.23 2.74
H -2.41 -2.94 -1.34
H -4.56 -2.29 0.20
F 6.05 0.37 1.90
C 4.85 0.11 1.37
C 4.67 0.11 -0.02
F 5.75 0.29 -0.82
C 3.43 -0.09 -0.57
F 3.27 -0.07 -1.91
C 2.25 -0.33 0.24
O 1.10 -0.47 -0.24
C 2.52 -0.43 1.65
F 1.50 -0.78 2.46
C 3.76 -0.20 2.19
F 3.97 -0.33 3.52
*
```

natural (NBO) analysis output, partial charges in e:
1 C -0.381
2 C -0.374
3 C -0.355
4 H 0.222
5 C -0.308
6 C -0.359
7 H 0.256
8 H 0.226
9 H 0.251
10 H 0.306
11 Cr 1.151
12 Cl -0.656
13 C -0.356
14 C -0.334
15 C -0.398
16 H 0.191
17 C -0.399
18 C -0.373
19 H 0.169
20 H 0.183
21 H 0.166
22 H 0.162
23 F -0.333
24 C 0.146
25 C 0.252
26 F -0.334
27 C 0.185
28 F -0.331
29 C 0.288
30 O -0.711
31 C 0.242
32 F -0.314
33 C 0.246
34 F -0.326

Record 4
Computed, not measured: C31H36BN10O4SSiTi as an isolated structure at a distorted geometry, with ωB97M-V with the def2-TZVPD basis set.

Calculated values
**Frontier orbital gap (spin up / spin down)**: 5.78 / 5.52 eV
**HOMO level (spin up / spin down)**: -6.86 / -6.93 eV
**Largest force on an atom**: 2.53 eV/A
**Total energy**: -3613.59586 Ha
**Relative energy (zero: lowest compared OMol25 entry of this formula, charge and spin)**: 16.8 kcal/mol
**Molecular weight**: 731.5 u

Structure (ORCA input):
```
! wB97M-V def2-TZVPD RIJCOSX def2/J DEFGRID3
* xyz 0 2
Ti -1.02 0.26 0.36
C -1.33 3.54 -0.90
C -1.07 2.43 -1.86
C -0.85 2.48 -3.24
C -0.65 1.17 -3.62
N -0.76 0.39 -2.54
N -1.00 1.16 -1.46
B -0.70 -1.16 -2.45
N 0.50 -1.60 -1.60
C 1.25 -2.71 -1.67
C 2.00 -2.80 -0.51
C 1.63 -1.67 0.24
C 2.17 -1.28 1.58
N 0.73 -0.96 -0.43
N -1.96 -1.63 -1.67
C -2.70 -2.73 -1.90
C -3.80 -2.69 -1.09
C -3.68 -1.50 -0.35
C -4.69 -0.93 0.58
N -2.54 -0.88 -0.70
N -0.74 -1.75 -3.85
C -1.79 -1.61 -4.71
C -1.48 -2.30 -5.85
C -0.21 -2.86 -5.60
C 0.61 -3.72 -6.50
N 0.22 -2.51 -4.40
H -1.98 4.29 -1.35
H -0.39 4.02 -0.62
H -1.80 3.16 0.01
H -0.84 3.36 -3.85
H -0.45 0.76 -4.60
H 1.22 -3.35 -2.53
H 2.71 -3.56 -0.24
H 2.61 -2.14 2.06
H 1.38 -0.87 2.20
H 2.94 -0.51 1.47
H -2.38 -3.45 -2.63
H -4.61 -3.40 -1.03
H -5.68 -1.24 0.26
H -4.65 0.15 0.59
H -4.54 -1.29 1.60
H -2.66 -1.03 -4.45
H -2.09 -2.41 -6.73
H 0.07 -4.64 -6.74
H 1.55 -3.98 -6.01
H 0.83 -3.20 -7.43
O -2.31 1.05 1.30
C -2.80 0.71 2.45
C -2.41 -0.44 3.18
C -3.02 -0.76 4.41
C -2.60 -1.86 5.13
C -1.54 -2.67 4.68
C -0.95 -2.39 3.47
C -1.39 -1.31 2.68
O -0.84 -1.12 1.51
N -3.27 -2.20 6.36
O -2.94 -3.22 6.93
O -4.14 -1.44 6.76
H -3.57 1.36 2.88
H -3.82 -0.16 4.80
H -1.22 -3.49 5.29
H -0.14 -2.99 3.08
C 5.26 1.48 0.60
Si 4.32 3.11 0.80
C 4.35 4.09 -0.82
C 5.19 4.14 2.13
C 2.57 2.73 1.43
C 2.16 3.18 2.66
C 0.95 2.76 3.19
C 0.16 1.91 2.48
N 0.43 1.47 1.21
C 1.67 1.91 0.68
S 2.18 1.57 -0.92
H 6.25 1.67 0.20
H 4.75 0.80 -0.08
H 5.39 0.97 1.56
H 5.38 4.34 -1.07
H 3.79 5.02 -0.74
H 3.93 3.51 -1.63
H 6.20 4.41 1.81
H 5.28 3.59 3.07
H 4.66 5.07 2.34
H 2.81 3.83 3.23
H 0.64 3.07 4.18
H -0.73 1.52 2.96
*
```

Mulliken analysis output, partial charges in e:
1 Ti -1.912
2 C -1.360
3 C 0.744
4 C -1.635
5 C -0.125
6 N 0.929
7 N 0.359
8 B 0.163
9 N 0.153
10 C -0.125
11 C -1.805
12 C 0.970
13 C -0.813
14 N 0.974
15 N 1.515
16 C -0.183
17 C -1.632
18 C 0.969
19 C -1.467
20 N -0.353
21 N 1.003
22 C -0.334
23 C -1.348
24 C 0.568
25 C -1.291
26 N -1.309
27 H 0.517
28 H 0.164
29 H 0.093
30 H 0.500
31 H 0.532
32 H 0.558
33 H 0.520
34 H 0.422
35 H 0.003
36 H -0.130
37 H 0.517
38 H 0.509
39 H 0.519
40 H 0.215
41 H 0.177
42 H 0.580
43 H 0.426
44 H 0.292
45 H 0.340
46 H 0.289
47 O 0.183
48 C -1.656
49 C 2.314
50 C -0.487
51 C -0.807
52 C -0.578
53 C -1.041
54 C 0.135
55 O 0.340
56 N 1.004
57 O -0.625
58 O -0.624
59 H 0.218
60 H 0.548
61 H 0.525
62 H 0.552
63 C -1.073
64 Si 0.413
65 C -1.070
66 C -1.187
67 C 0.073
68 C -0.029
69 C -1.342
70 C -0.181
71 N 1.611
72 C -0.356
73 S -0.589
74 H 0.401
75 H 0.292
76 H 0.301
77 H 0.355
78 H 0.332
79 H 0.312
80 H 0.314
81 H 0.303
82 H 0.327
83 H 0.395
84 H 0.474
85 H 0.226

Which formula does entry 3 have?
C16H10ClCrF5O

Which of these has the lowest largest force on an atom?
C20H20N5S4SbV

Which formula does entry 4 have?
C31H36BN10O4SSiTi